C21H27N3O4S | ωB97M-V with the def2-TZVPD basis set

E_LUMO, hartree: 0.0173
Calculated total energy, Ha: -1679.8577
SMILES: CCOc1ccc(S(=O)(=O)N2CCC(C(=O)NCc3ccncc3)CC2)cc1C
Total charge: 0
Energy above the lowest of the compared OMol25 structures with the same formula, charge and spin, eV: 2.009

Each line ends with the Löwdin charge.
Element x y z (Å)
S 3.887 -2.062 -0.246  0.68
O 4.706 -2.340 0.898  -0.28
O 1.853 3.470 -0.190  -0.04
O -0.844 0.213 0.502  0.07
O 4.395 -2.351 -1.556  -0.28
N -6.659 -0.677 -1.463  0.05
N 2.508 -2.984 -0.068  -0.23
N -2.405 -1.300 1.089  0.08
C -4.581 -0.445 0.374  -0.20
C 1.546 4.158 1.008  -0.25
C -0.222 -2.109 0.410  -0.23
C -4.329 -0.484 -0.994  -0.01
C -6.899 -0.635 -0.165  -0.15
C 1.555 -2.983 -1.147  -0.18
C 1.935 -3.110 1.247  -0.18
C 3.268 0.300 1.011  -0.07
C 3.380 -0.348 -0.199  -0.28
C 0.874 5.467 0.624  -0.06
C -1.175 -0.945 0.651  -0.48
C 2.129 2.282 -2.617  -0.02
C 2.530 1.572 -1.364  -0.18
C -3.445 -0.329 1.355  -0.12
C 2.373 2.225 -0.125  -0.22
C 0.844 -2.073 1.514  -0.11
C 2.762 1.590 1.052  0.01
C 3.030 0.284 -1.379  -0.03
C -5.401 -0.601 -1.863  -0.14
C 0.447 -1.944 -0.958  -0.12
C -5.902 -0.524 0.794  -0.02
H -0.294 -2.061 -1.752  0.13
H 0.872 3.549 1.625  0.13
H -0.758 -3.064 0.448  0.14
H 3.164 -0.248 -2.308  0.12
H 0.857 -0.935 -1.019  0.10
H 2.119 -2.796 -2.061  0.11
H 2.758 -3.008 1.955  0.11
H 0.385 -2.270 2.486  0.13
H -3.317 -0.417 -1.364  0.11
H -7.940 -0.698 0.121  0.10
H 1.113 -3.985 -1.210  0.13
H 3.586 -0.203 1.911  0.12
H 1.069 2.527 -2.578  0.09
H 1.516 -4.120 1.339  0.13
H -2.969 0.653 1.259  0.13
H -2.655 -2.273 1.156  0.15
H 2.466 4.357 1.576  0.13
H 2.669 2.087 2.004  0.11
H 1.277 -1.072 1.535  0.10
H -5.249 -0.635 -2.934  0.10
H 0.624 6.031 1.518  0.08
H 2.325 1.665 -3.489  0.08
H 2.676 3.218 -2.706  0.09
H 1.541 6.059 0.004  0.08
H -6.151 -0.496 1.844  0.11
H -0.034 5.266 0.063  0.08
H -3.812 -0.449 2.379  0.13

C21H27N3O7S | ωB97M-V with the def2-TZVPD basis set

E_LUMO, hartree: 0.0258
Calculated total energy, Ha: -1905.6280
SMILES: CCOC(=O)C1CCN(C(=O)Cn2c(=O)oc3cc(S(=O)(=O)N4CCCC4)ccc32)CC1
Total charge: 0
Energy above the lowest of the compared OMol25 structures with the same formula, charge and spin, eV: 0.086

Each line ends with the Löwdin charge.
Element x y z (Å)
S 3.232 -0.081 1.513  0.68
O 3.403 1.185 0.856  -0.29
O -3.625 1.128 0.520  0.05
O -0.542 -3.063 -0.487  0.18
O 4.122 -1.146 1.141  -0.27
O -2.658 -3.585 -1.127  0.13
O -0.334 1.443 -2.506  0.02
O -1.092 -0.625 -2.104  0.14
N 3.217 0.209 3.174  -0.24
N -2.208 -1.766 0.207  0.06
N -3.965 0.280 -1.533  -0.05
C -4.245 1.587 -2.089  -0.12
C -0.013 -2.044 0.241  -0.17
C 1.895 2.202 -1.975  -0.05
C 4.296 1.074 3.620  -0.19
C -1.051 -1.214 0.697  -0.14
C -1.205 0.450 -2.638  -0.43
C -3.309 -0.299 -3.823  -0.10
C -3.544 -1.254 0.358  0.00
C 1.545 -0.617 1.260  -0.29
C -3.699 0.164 -0.223  -0.42
C 0.530 0.197 1.735  -0.06
C -1.884 -2.879 -0.543  -0.49
C 4.878 -1.223 4.140  -0.16
C -0.800 -0.089 1.465  0.03
C 5.503 0.146 3.819  -0.16
C 1.308 -1.759 0.509  0.04
C -3.972 -0.780 -2.519  -0.13
C 3.365 -1.021 3.928  -0.20
C 0.781 1.235 -1.629  -0.20
C -3.097 2.065 -2.989  -0.10
C -2.340 0.856 -3.568  -0.20
H -1.866 1.155 -4.508  0.16
H -5.172 1.507 -2.666  0.13
H 0.439 1.397 -0.602  0.12
H -3.774 -1.172 1.426  0.14
H -3.435 -1.646 -2.146  0.09
H -5.010 -1.077 -2.723  0.13
H 2.282 2.003 -2.970  0.08
H -2.401 2.686 -2.424  0.12
H 4.457 1.846 2.870  0.11
H 5.251 -1.980 3.454  0.10
H 3.989 1.536 4.562  0.13
H 0.805 1.069 2.306  0.12
H -4.064 0.045 -4.532  0.12
H 2.843 -0.897 4.881  0.12
H -1.602 0.551 1.796  0.11
H -4.403 2.279 -1.261  0.12
H 2.688 2.077 -1.243  0.06
H 6.156 0.502 4.613  0.11
H -3.504 2.669 -3.799  0.12
H -2.777 -1.136 -4.274  0.12
H 1.529 3.224 -1.937  0.08
H 6.073 0.090 2.893  0.11
H 2.902 -1.835 3.372  0.11
H 2.127 -2.360 0.153  0.13
H 1.113 0.196 -1.719  0.13
H -4.226 -1.966 -0.110  0.14
H 5.089 -1.538 5.160  0.10

C21H27N4SSeSiSm | ωB97M-V with the def2-TZVPD basis set

E_LUMO (spin up / spin down), hartree: -0.0316 / -0.0309
Calculated total energy, Ha: -4782.5626
Total charge: 0
2S+1: 6
Energy above the lowest of the compared OMol25 structures with the same formula, charge and spin, eV: 0.000

Each line ends with the Löwdin charge.
Element x y z (Å)
Sm -0.135 -1.050 -1.721  1.10
Se 0.448 -3.549 -2.987  0.12
S -2.607 -1.419 -0.659  0.52
Si 0.688 -4.698 -1.019  0.09
N -0.190 -0.107 0.600  -0.10
N -1.363 0.305 1.178  0.01
N -3.641 0.386 0.981  -0.03
N 2.031 -0.833 -0.595  -0.05
C 2.517 -5.192 -0.902  -0.23
C 0.213 -3.602 0.461  -0.25
C -0.647 3.475 -1.695  -0.23
C 0.897 0.140 1.277  -0.25
C -3.547 2.912 1.191  -0.07
C -0.498 0.993 -2.750  -0.24
C -1.022 5.960 -0.487  -0.09
C -1.277 5.843 -1.840  -0.09
C -0.557 2.105 -2.252  -0.17
C 4.408 -1.123 -0.771  -0.04
C -0.593 4.844 0.235  -0.09
C -2.472 -0.174 0.582  -0.75
C -1.024 4.623 -2.449  -0.02
C 2.177 -0.282 0.608  -0.22
C -0.382 -6.242 -0.862  -0.23
C 0.799 0.836 2.597  -0.02
C 4.581 -0.632 0.486  -0.04
C -0.547 3.571 -0.320  -0.08
C 3.441 -0.189 1.179  0.01
C 3.093 -1.182 -1.315  -0.10
C -3.826 1.533 1.794  -0.27
H 2.739 -5.678 -1.858  0.03
H -3.222 1.441 2.702  0.11
H -0.789 -3.149 0.367  -0.03
H -0.345 -6.956 -1.685  0.02
H 0.376 0.143 3.347  0.10
H -0.048 -6.810 0.025  0.03
H 3.171 -4.373 -0.743  -0.01
H -1.155 4.574 -3.515  0.11
H -4.159 3.130 0.304  0.08
H -0.391 2.733 0.317  0.08
H 1.766 1.191 3.002  0.08
H 0.204 -4.176 1.375  0.03
H 2.717 -5.915 -0.083  0.04
H -1.042 6.942 -0.029  0.10
H 3.457 0.280 2.146  0.10
H 0.916 -2.798 0.623  -0.01
H -2.516 3.004 0.913  0.02
H -1.455 -5.959 -0.723  0.04
H -4.404 0.186 0.350  0.11
H 0.129 1.633 2.477  0.05
H -3.812 3.668 1.978  0.09
H 2.999 -1.618 -2.338  0.11
H -0.304 5.023 1.271  0.11
H 5.596 -0.561 0.932  0.13
H 5.177 -1.378 -1.436  0.10
H -1.696 6.642 -2.377  0.09
H -4.872 1.530 2.115  0.11

C21H27N5O6P | ωB97M-V with the def2-TZVPD basis set

E_LUMO, hartree: -0.1302
Calculated total energy, Ha: -1882.4521
Total charge: +1

Each line ends with the Löwdin charge.
Element x y z (Å)
P 5.365 -3.418 0.807  1.02
O 1.308 -2.573 2.673  0.05
O -8.200 2.359 -2.694  0.08
O -1.323 4.166 1.241  0.07
O 1.131 -1.598 0.774  0.04
O -1.145 5.566 -0.385  0.08
O -7.300 1.221 -1.103  0.07
N 0.718 -2.367 1.622  -0.34
N -0.828 4.551 0.200  -0.35
N 4.786 -3.943 3.423  0.04
N -7.310 2.140 -1.899  -0.35
N 5.050 -2.806 2.577  -0.19
C -4.000 4.755 -1.891  -0.06
C -1.012 -3.948 2.333  0.00
C -2.859 -4.426 0.872  -0.05
C 0.869 4.165 -1.543  0.01
C -6.155 3.065 -1.891  -0.15
C 0.228 3.711 -0.406  -0.14
C 0.510 2.492 0.180  0.00
C 1.837 3.352 -2.115  -0.06
C -2.351 -3.559 -0.087  -0.05
C 5.579 -1.725 0.082  -0.41
C 1.473 1.687 -0.408  -0.07
C -6.140 4.117 -2.788  0.00
C -5.045 4.968 -2.780  -0.06
C 3.603 -3.817 0.584  -0.28
C -5.136 2.837 -0.985  0.00
C 4.389 -1.006 -0.551  -0.14
C -4.051 3.699 -0.990  -0.06
C -0.526 -3.092 1.358  -0.15
C 2.134 2.119 -1.551  -0.07
C -1.170 -2.876 0.150  0.01
C -2.194 -4.621 2.076  -0.05
H 4.217 -2.211 2.606  0.14
H 2.876 1.486 -2.021  0.10
H -0.477 -4.071 3.262  0.12
H 4.223 -1.338 -1.574  0.08
H 6.030 -1.097 0.857  0.07
H 3.413 -4.760 1.092  0.05
H -5.008 5.795 -3.476  0.11
H 5.672 -4.315 3.748  0.10
H -3.151 5.426 -1.876  0.09
H 4.572 0.067 -0.572  0.07
H -2.600 -5.293 2.819  0.12
H 2.352 3.683 -3.006  0.11
H -3.254 3.553 -0.273  0.09
H 1.685 0.722 0.033  0.08
H -0.755 -2.188 -0.571  0.12
H 0.605 5.125 -1.960  0.12
H -5.211 2.008 -0.297  0.12
H -0.029 2.190 1.066  0.12
H 2.997 -3.048 1.049  -0.01
H 4.235 -3.638 4.220  0.11
H 5.830 -2.236 2.913  0.14
H 6.379 -1.859 -0.648  0.07
H -6.968 4.250 -3.467  0.12
H -2.878 -3.408 -1.019  0.12
H 3.459 -1.160 -0.003  0.04
H -3.785 -4.951 0.680  0.12
H 3.335 -3.925 -0.466  0.07